Entry 1:
{
  "formula": "C5H34N2O12",
  "method": "the ωB97M-V functional and the def2-TZVPD basis",
  "spin_multiplicity": 1,
  "smiles": "CC[C@@H](C=O)NCN.O.O.O.O.O.O.O.O.O.O.O",
  "lumo_ha": 0.0021,
  "relative_energy_kj_mol": 402.8,
  "homo_energy_ha": -0.3368,
  "symbols": ["C", "C", "C", "C", "O", "N", "C", "N", "H", "H", "H", "H", "H", "H", "H", "H", "H", "H", "H", "H", "O", "H", "H", "O", "H", "H", "O", "H", "H", "O", "H", "H", "O", "H", "H", "O", "H", "H", "O", "H", "H", "O", "H", "H", "O", "H", "H", "O", "H", "H", "O", "H", "H"],
  "xyz": [[-1.04408, 3.27650, -0.20504], [-0.89249, 1.77087, -0.43346], [-0.19434, 1.53614, -1.79260], [1.03471, 2.34732, -1.85139], [2.04581, 2.08767, -1.22238], [0.15280, 0.09856, -1.93113], [1.04994, -0.18368, -3.01510], [1.05297, -1.62636, -3.23533], [-1.47000, 3.81408, -1.06478], [-0.11309, 3.89511, -0.12714], [-1.60045, 3.39883, 0.74777], [-1.88137, 1.21848, -0.39810], [-0.22939, 1.39179, 0.40071], [-0.83941, 1.91720, -2.59512], [1.30268, 3.17930, -2.46655], [0.54008, -0.20946, -1.06145], [2.09631, 0.16018, -2.85130], [0.77431, 0.35316, -3.92051], [1.72588, -2.08406, -2.63645], [0.22984, -2.12282, -3.35245], [-1.17920, -2.92893, 0.96221], [-0.96197, -3.78353, 1.22284], [-0.29276, -2.50833, 0.82230], [-1.89577, -1.16889, 2.69148], [-1.38471, -2.02035, 2.43067], [-2.25846, -0.99910, 1.81577], [-3.90825, 2.94284, -1.27035], [-4.58447, 2.37296, -1.42952], [-3.03829, 2.49546, -1.13514], [1.48614, -3.89336, 2.48045], [1.62525, -2.96109, 2.35122], [2.27843, -4.27818, 2.02766], [0.93355, -1.35422, 0.70982], [0.85956, -0.88113, 1.51342], [1.91858, -1.43403, 0.72322], [1.58625, -0.90717, 3.20169], [2.18447, -0.06449, 3.45692], [0.84243, -0.73314, 3.73824], [-3.17494, -0.20974, -2.30804], [-3.88165, -0.86068, -2.45890], [-2.37510, -0.50372, -1.88995], [-1.07332, 1.18109, 3.60948], [-1.63600, 0.36364, 3.50200], [-0.17145, 0.84545, 3.73307], [3.19166, 0.56768, 0.47739], [3.98487, 1.01317, 0.13935], [2.48403, 0.80513, -0.09811], [3.25274, 1.03620, 3.02664], [2.86167, 1.86334, 3.17208], [3.26735, 0.70423, 2.08376], [-1.36790, -3.30437, -2.31088], [-1.42083, -3.10046, -1.35768], [-1.89263, -2.51506, -2.62131]],
  "forces_ev_per_angstrom": [[0.1, 1.0, 0.5], [0.8, 0.0, 0.2], [-0.7, -0.9, 0.4], [2.5, 0.4, 0.7], [-0.3, -0.8, 0.6], [-1.4, 2.1, -0.3], [0.5, -1.7, -0.5], [3.3, 1.7, -0.2], [-0.8, -0.4, 0.4], [-0.2, -1.2, 0.4], [0.1, 0.4, -0.8], [1.2, 0.6, 0.0], [-0.8, 0.0, -0.9], [-0.1, -0.6, 0.0], [-1.4, 1.1, -1.3], [0.2, -0.4, 0.6], [-0.4, -0.5, 0.2], [-0.6, 0.1, -0.1], [-0.4, -0.2, -0.1], [-1.8, -0.7, 0.1], [0.2, 2.1, -1.1], [0.5, -2.7, 0.7], [-0.4, -0.1, -0.1], [0.9, -1.8, -0.5], [-1.2, 1.6, 0.7], [-0.3, 0.3, 0.1], [4.0, 2.9, 0.9], [-2.5, -3.0, -0.7], [-1.8, 0.2, -0.4], [1.1, -1.2, -0.8], [-0.1, 0.9, 0.3], [-1.1, 0.2, 0.7], [1.7, -0.7, -1.9], [-0.5, 1.1, 2.1], [-0.9, -0.1, -0.5], [2.1, 1.9, 0.3], [-0.6, -1.9, -1.1], [-1.6, -0.4, 1.0], [-1.2, 0.9, -0.7], [1.0, 0.0, 0.5], [0.4, -0.9, 0.3], [-0.2, -0.5, 0.2], [1.0, 0.8, 0.0], [-0.6, 0.2, -0.1], [1.9, -1.1, 1.0], [-0.5, -0.2, 0.0], [-1.0, 0.9, -1.0], [1.2, -2.5, 0.4], [-0.8, 1.9, -0.4], [-0.4, 1.3, 0.4], [-1.3, 1.8, 0.2], [0.4, -0.6, 0.0], [0.7, -1.3, -0.1]],
  "mulliken_charge": [-1.7503, -0.1400, 0.7275, -0.8454, -0.5289, 0.3522, -0.7688, -0.5213, 0.5197, 0.4042, 0.3897, 0.3545, -0.0299, 0.3770, 0.4987, -0.1957, 0.3642, 0.4384, 0.2220, 0.2403, -0.7922, 0.3293, 0.5648, -0.7048, 0.4225, 0.2981, -0.6617, 0.2709, 0.3569, -0.6268, 0.2567, 0.3197, -0.9542, 0.4447, 0.3412, -0.7019, 0.4411, 0.2184, -0.5994, 0.2962, 0.2430, -0.6358, 0.3973, 0.2540, -0.7288, 0.2485, 0.6182, -0.7718, 0.3093, 0.4716, -0.6701, 0.3605, 0.2762]
}

=====

Entry 2:
{
  "formula": "C5H35N2O10",
  "method": "the ωB97M-V functional and the def2-TZVPD basis",
  "spin_multiplicity": 1,
  "charge": 1,
  "lumo_ha": -0.0920,
  "relative_energy_kj_mol": 256.4,
  "homo_energy_ha": -0.4429,
  "symbols": ["C", "C", "C", "C", "C", "N", "N", "H", "H", "H", "H", "H", "H", "H", "H", "H", "H", "H", "H", "H", "H", "H", "H", "H", "O", "H", "H", "O", "H", "H", "O", "H", "H", "O", "H", "H", "O", "H", "H", "O", "H", "H", "O", "H", "H", "O", "H", "H", "O", "H", "H", "O"],
  "xyz": [[-3.43527, -1.25848, 0.65602], [-1.91297, -1.41331, 0.77629], [-1.30155, -0.05404, 1.13358], [0.13629, -0.32005, 1.57573], [2.13882, 1.04704, 2.51081], [0.94841, 0.89068, 1.67047], [-1.46596, -1.80727, -0.63365], [-3.94456, -1.71692, -0.19022], [-3.77397, -0.23317, 0.76843], [-3.88451, -1.73231, 1.53794], [-1.57968, -2.24816, 1.38271], [-1.96100, 0.37265, 1.89053], [-1.39855, 0.69167, 0.33781], [0.18240, -0.96040, 2.45919], [0.66543, -0.95845, 0.85341], [2.06886, 0.47011, 3.43826], [2.98627, 0.63871, 1.96078], [2.22582, 2.09749, 2.77301], [0.31042, 1.66899, 1.74319], [-0.52614, -2.21519, -0.77119], [-1.42471, -1.05855, -1.34282], [-2.09624, -2.53697, -0.94829], [-1.35936, 2.55792, -3.41529], [-0.98364, 2.26349, -2.03344], [-1.76092, 2.20463, -2.61033], [-1.32539, -0.56052, -3.72952], [-2.07647, 0.44264, -2.96382], [-1.97820, -0.54072, -3.01395], [0.41248, 3.94847, -0.42950], [-1.02996, 4.05347, 0.06918], [-0.34307, 4.55248, -0.38181], [2.23226, 2.97692, -0.41910], [1.55922, 1.63766, 0.24330], [1.49135, 2.36113, -0.45854], [-0.85817, 2.59510, 3.99588], [-2.04082, 2.79154, 2.86900], [-1.11744, 2.65255, 3.07614], [3.42778, -0.62245, -3.07103], [2.50948, 0.19484, -2.14831], [2.80345, -0.71575, -2.34405], [1.07987, -3.53365, -2.12400], [1.70854, -2.14706, -2.28736], [0.99111, -2.62359, -1.81585], [0.82106, -3.32089, 1.71167], [0.23288, -3.58573, 3.10432], [0.02122, -3.63479, 2.16772], [1.94870, -2.66875, -0.01067], [3.29221, -3.10033, 0.57813], [2.36130, -3.01121, 0.79555], [1.70483, 1.96433, -2.12731], [1.90271, 1.85901, -3.80198], [1.41539, 1.64522, -3.00701]],
  "forces_ev_per_angstrom": [[-0.7, -0.6, 1.6], [-0.7, 1.0, -2.2], [0.3, -0.9, 0.6], [1.3, 0.0, -0.1], [-0.8, -1.1, 0.1], [-0.6, 0.7, -0.7], [1.0, -0.6, 0.2], [0.4, 0.0, -0.2], [0.2, 0.3, -0.5], [0.0, -0.1, -0.1], [-0.1, 0.2, 0.4], [0.5, -0.1, 0.5], [0.3, -0.4, -0.4], [-0.3, 0.4, 0.5], [-0.4, -0.1, -0.3], [-0.1, 0.1, 0.1], [0.3, 0.4, 0.2], [0.4, 0.0, -0.2], [0.1, 0.2, 0.7], [0.0, 0.0, 0.6], [-0.9, 0.2, -0.2], [-0.2, 0.1, -0.4], [-0.4, 0.1, -0.2], [-0.2, 0.0, 0.2], [0.6, 0.0, -0.1], [-0.1, -0.6, 0.1], [-0.3, -0.3, 0.4], [0.4, 0.9, -0.4], [-0.4, 0.0, 0.1], [0.0, 0.1, 0.1], [0.1, 0.0, -0.2], [0.2, -0.2, 0.4], [-0.3, 0.5, 0.1], [0.4, -0.1, -0.5], [-0.9, 0.2, 0.2], [-0.2, 0.1, 1.0], [1.0, -0.2, -1.2], [0.0, 0.0, 0.0], [-0.1, -0.6, -0.5], [0.3, 0.1, 0.2], [-0.2, -0.1, 0.1], [-0.3, 0.5, 0.3], [0.3, -0.4, -0.2], [0.1, -0.4, 0.3], [0.0, -0.1, 0.0], [-0.2, 0.3, -0.2], [0.1, -0.1, -0.2], [0.1, -0.1, 0.1], [-0.1, 0.3, -0.2], [0.1, 0.6, -0.6], [0.5, 0.5, 0.4], [-0.9, -0.8, 0.0]],
  "mulliken_charge": [-1.4452, 0.5361, -0.9996, -0.3567, -1.0298, -0.0965, -0.1093, 0.4009, 0.3447, 0.3642, 0.5320, 0.3641, 0.3874, 0.1950, -0.0042, 0.3106, 0.3058, 0.3519, 0.3024, 0.2087, 0.2140, 0.4352, 0.3220, 0.3421, -0.7103, 0.2971, 0.3911, -0.7207, 0.3697, 0.2883, -0.6256, 0.3407, 0.3117, -0.8077, 0.2786, 0.2834, -0.5786, 0.2671, 0.2845, -0.6877, 0.2916, 0.3029, -0.6031, 0.3675, 0.3280, -0.6026, 0.3131, 0.3315, -0.7243, 0.4821, 0.2806, -0.6248]
}

=====

Entry 3:
{
  "formula": "C5H35N3O11",
  "method": "the ωB97M-V functional and the def2-TZVPD basis",
  "spin_multiplicity": 1,
  "smiles": "[H]/N=C/NCC[C@H](C)N.O.O.O.O.O.O.O.O.O.O.O",
  "lumo_ha": 0.0005,
  "relative_energy_kj_mol": 161.0,
  "homo_energy_ha": -0.3433,
  "symbols": ["H", "N", "C", "N", "C", "C", "C", "C", "N", "H", "H", "H", "H", "H", "H", "H", "H", "H", "H", "H", "H", "O", "H", "H", "O", "H", "H", "O", "H", "H", "O", "H", "H", "O", "H", "H", "O", "H", "H", "O", "H", "H", "O", "H", "H", "O", "H", "H", "O", "H", "H", "O", "H", "H"],
  "xyz": [[-0.75380, -4.13131, 2.85701], [-0.37096, -3.25526, 2.52570], [-0.12258, -3.14096, 1.30328], [0.59291, -2.07334, 0.75525], [-0.09369, -1.31703, -0.32184], [-0.20990, 0.20053, -0.08885], [-1.47377, 0.44294, 0.75110], [-2.74774, 0.70499, -0.14274], [-1.17419, 1.62858, 1.59917], [-0.24873, -3.91290, 0.48332], [0.83013, -1.29220, 1.38002], [0.29947, -1.52737, -1.39103], [-1.01564, -1.84606, -0.63654], [-0.28838, 0.82933, -0.96510], [0.64347, 0.57163, 0.46985], [-1.61124, -0.35238, 1.52622], [-2.77830, -0.08785, -0.84010], [-2.61362, 1.66848, -0.64039], [-3.68887, 0.74919, 0.41831], [-1.99219, 2.14100, 1.92386], [-0.70822, 2.24367, 0.95900], [2.32105, 2.76861, -3.21578], [2.35201, 2.06665, -2.54912], [1.99750, 3.53175, -2.69300], [2.68271, 0.92845, -1.17219], [2.82581, 0.47982, -0.28297], [3.56937, 1.01838, -1.58630], [-0.55682, -1.61734, -3.67512], [0.09714, -2.31432, -3.74387], [-0.11673, -0.79291, -3.96476], [2.60015, -0.99488, -3.65843], [2.45437, -0.17147, -4.14324], [2.22209, -0.77626, -2.80270], [1.17566, 3.47777, -0.84653], [1.98852, 3.89274, -0.51229], [1.37299, 2.52474, -0.55753], [1.65881, 1.05157, 2.38095], [2.00472, 1.21110, 3.26004], [0.68312, 1.17412, 2.43272], [-3.45649, 1.23372, 2.85905], [-3.56346, 0.75080, 3.68006], [-4.34049, 1.51237, 2.58840], [3.32923, -0.36029, 0.98985], [2.64823, 0.15777, 1.50176], [2.80870, -1.11181, 0.67428], [-3.87025, -2.92044, 1.05888], [-3.95458, -2.20249, 1.69131], [-3.78783, -2.59705, 0.15606], [0.76062, 0.74859, -4.14666], [1.29146, 1.42327, -3.69051], [0.18917, 1.03237, -4.85640], [0.38421, -0.95585, 4.16886], [-0.32799, -1.37248, 3.65197], [0.08286, -1.04067, 5.07770]],
  "forces_ev_per_angstrom": [[-0.1, -0.1, -0.5], [-0.1, 0.5, 0.7], [0.8, -0.9, -1.4], [-0.4, 2.3, -0.1], [0.3, -1.4, -4.2], [-1.4, -1.3, 0.9], [-1.0, 1.2, 1.4], [1.2, 0.1, 1.5], [0.5, 0.2, -0.4], [-0.4, 0.6, 1.0], [-0.1, -1.2, 0.8], [0.8, 0.6, 1.7], [-0.5, 0.8, 1.1], [0.1, -0.3, -0.7], [0.2, -0.2, 0.0], [-0.2, 0.1, -1.1], [-0.4, -0.8, -1.1], [0.1, -0.2, -0.2], [0.4, -0.2, 0.0], [0.2, -0.6, 0.0], [0.4, 0.9, -0.2], [0.1, 0.4, -0.1], [0.2, 0.3, 0.4], [0.0, -0.7, -0.4], [0.5, 0.1, -0.3], [0.6, 0.2, -0.7], [-0.6, -0.3, 0.7], [-0.4, 0.2, 0.0], [0.3, 0.1, -0.2], [0.2, -0.6, 0.4], [0.6, -0.1, 0.0], [-0.1, -0.5, -0.2], [0.0, -0.1, 0.3], [0.8, -1.6, 1.2], [-0.4, 0.2, 0.0], [-0.5, 1.6, -0.8], [-0.5, 0.5, 0.0], [0.0, -0.1, 0.3], [0.1, 0.0, 0.0], [-0.6, 0.0, 0.0], [-0.1, 0.0, 0.2], [0.1, -0.1, 0.2], [-0.8, 0.2, -0.1], [0.6, -0.3, 0.2], [0.3, -0.5, 0.2], [0.0, -0.7, 0.1], [0.1, 0.3, -0.5], [-0.1, 0.4, 0.3], [-0.3, -1.0, 0.2], [-0.8, 0.9, -0.9], [0.2, 1.0, 0.0], [-0.4, 0.3, 0.1], [0.5, -0.3, 0.0], [0.1, 0.0, 0.1]],
  "mulliken_charge": [0.2237, -0.4541, -0.1866, -0.0726, -0.6465, 0.9430, 1.1160, -1.6151, -0.6326, 0.3794, 0.1789, -0.1202, 0.3318, 0.4456, -1.2348, -0.0660, 0.4121, 0.4219, 0.2965, 0.2648, 0.1260, -0.7203, 0.3112, 0.4380, -0.5247, 0.2305, 0.2734, -0.6340, 0.3096, 0.3952, -0.6672, 0.3858, 0.2935, -0.7501, 0.3224, 0.3688, -0.5409, 0.2674, 0.2645, -0.5730, 0.2539, 0.2827, -0.7969, 0.3904, 0.4347, -0.6217, 0.2942, 0.3096, -0.6782, 0.3882, 0.2300, -0.5770, 0.2729, 0.2559]
}

=====

Entry 4:
{
  "formula": "C5H35NO12",
  "method": "the ωB97M-V functional and the def2-TZVPD basis",
  "spin_multiplicity": 1,
  "lumo_ha": -0.0061,
  "relative_energy_kj_mol": 450.7,
  "homo_energy_ha": -0.3436,
  "symbols": ["C", "C", "C", "C", "C", "N", "H", "H", "H", "H", "H", "H", "H", "H", "H", "H", "H", "H", "H", "O", "H", "H", "O", "H", "H", "O", "H", "H", "O", "H", "H", "O", "H", "H", "O", "H", "H", "O", "H", "H", "O", "H", "H", "O", "H", "H", "O", "H", "H", "O", "H", "H", "O"],
  "xyz": [[2.49038, -0.64755, 2.20772], [2.16116, 0.48598, 1.21896], [2.32692, 1.78511, 2.02943], [3.14202, 2.85112, 1.33973], [2.53866, 3.84216, 0.70066], [0.91278, 0.30100, 0.53058], [2.23222, -1.63613, 1.81991], [3.40667, -0.50641, 2.76082], [1.67136, -0.55403, 2.94240], [2.93042, 0.63653, 0.45281], [2.72740, 1.62750, 3.04622], [1.46531, 2.29879, 2.48944], [4.17085, 2.61067, 1.08930], [3.01451, 4.43302, -0.08100], [1.50379, 4.15953, 0.77550], [0.82367, 0.40897, -0.45834], [0.08643, 0.28506, 1.09490], [1.43409, 0.42007, -2.97375], [2.69246, -0.25569, -3.62711], [2.38471, 0.55071, -3.21026], [-0.26166, -1.14366, -3.10359], [-0.74931, 0.08458, -2.27756], [-0.08636, -0.19254, -2.94076], [-0.83961, 1.38160, 3.70472], [-0.39939, 3.01579, 3.56023], [-0.89121, 2.24543, 3.28824], [-2.74799, -3.18316, 1.58423], [-2.58061, -1.66373, 2.06278], [-2.46943, -2.60071, 2.29075], [-2.80521, -0.72156, -1.97384], [-2.10503, 0.05622, -0.86099], [-2.04334, -0.75530, -1.38325], [3.23570, -1.34867, -0.04246], [3.27050, -2.04444, -1.29966], [3.88474, -1.82165, -0.58593], [-0.25530, -3.47817, -2.40862], [-1.23355, -2.83565, -3.55478], [-0.36840, -2.89341, -3.15484], [-1.98469, 2.20491, 0.32172], [-1.55490, 1.83048, 1.81555], [-2.12826, 1.60251, 1.04737], [-3.55548, -2.98396, -1.34720], [-2.08973, -2.97716, -1.47773], [-2.87106, -3.23388, -1.98150], [-0.44443, -0.71912, 2.11905], [-0.60032, -1.22918, 3.61815], [-0.94014, -0.65221, 2.93332], [-2.98754, 0.32437, 1.10510], [-3.85591, -0.06662, 2.26990], [-3.68664, -0.35343, 1.36470], [-1.60931, 0.69119, -4.45513], [-0.42988, 1.60004, -4.14302], [-1.36616, 1.61082, -4.35460]],
  "forces_ev_per_angstrom": [[-2.3, 0.0, 0.0], [0.9, 0.8, 0.2], [0.2, 1.9, 2.4], [-1.0, -0.7, -0.9], [0.2, 0.9, -0.9], [0.2, -0.6, 0.7], [1.0, -0.1, -0.3], [0.4, -0.4, -0.3], [0.4, 0.2, 0.3], [-0.1, -0.6, -0.1], [0.9, -0.8, -0.5], [-0.8, -0.5, -1.4], [0.1, 0.1, 0.1], [0.5, 0.0, 0.4], [-0.2, -0.6, 0.5], [0.1, 0.1, -0.1], [-0.1, 0.7, -0.6], [0.8, -0.4, -0.5], [-0.2, -0.1, 0.0], [0.0, 0.5, 0.4], [0.4, 0.3, 0.5], [0.4, -0.6, -0.7], [-0.2, 0.1, 0.2], [0.8, 0.2, 0.6], [0.4, -0.5, 0.8], [-1.2, 0.2, -1.3], [-0.3, 0.4, -0.2], [-0.5, -0.5, -0.6], [0.5, -0.8, 0.7], [-0.1, -0.1, 0.1], [-0.2, -0.2, 0.3], [-0.4, 0.6, 0.5], [0.6, 0.1, 0.3], [0.5, -0.2, -0.3], [-1.1, 0.1, -0.1], [-0.7, -0.3, -0.1], [-0.6, -0.9, 0.5], [1.3, 0.9, -0.8], [0.2, 0.5, 0.0], [-0.1, 0.4, -0.2], [0.4, -0.1, -0.3], [-0.3, -0.2, -0.2], [0.1, 0.1, -0.2], [-0.2, -0.1, 0.5], [0.4, -0.9, 0.2], [0.2, -0.5, -0.4], [-0.5, 1.6, 0.7], [-1.1, -0.7, 0.3], [-0.3, -0.1, 0.0], [0.7, 0.6, -0.1], [0.2, -0.1, 0.0], [0.0, -0.3, -0.1], [-0.6, 0.9, -0.2]],
  "mulliken_charge": [-1.7177, 0.2534, -0.4796, -0.4421, -0.6825, 0.1674, 0.4521, 0.3726, 0.4811, 0.7629, 0.5053, -0.2121, 0.3535, 0.2414, 0.2440, 0.1732, -0.1185, 0.4836, 0.2484, -0.6740, 0.3177, 0.4083, -0.6907, 0.3143, 0.2541, -0.6846, 0.2595, 0.4000, -0.6397, 0.3528, 0.2100, -0.6404, 0.3564, 0.2844, -0.6379, 0.2868, 0.3339, -0.6621, 0.2941, 0.2688, -0.5917, 0.3175, 0.3100, -0.6645, 0.1456, 0.2526, -0.6015, 0.4810, 0.2973, -0.7445, 0.3040, 0.3289, -0.6330]
}